Entry from OMol25: C30H25ClO5PbSSb2Se4 as an isolated structure at a distorted geometry (wB97M-V/def2-TZVPD).

```
69
C30H25ClO5PbSSb2Se4 | OMol25 | wB97M-V/def2-TZVPD
Pb 0.8502 -0.0859 1.7007
Se 1.8226 -4.9926 1.9449
Sb 3.1322 -3.6121 0.4927
Se 3.1035 -1.2104 1.7375
Se 0.2119 -0.9169 -0.9548
Se 1.4410 -2.6842 -1.5525
C -6.8631 -3.1515 -0.6448
C -6.4427 -2.1314 -1.4807
C -5.1112 -1.7384 -1.5011
C -4.2246 -2.3685 -0.6588
C -4.6248 -3.4070 0.1661
C -5.9492 -3.7992 0.1700
Sb -2.1072 -2.0173 -0.4081
C -1.5647 -4.0176 -0.9662
C -1.6360 -4.2690 -2.3302
C -1.2486 -5.4987 -2.8278
C -0.7568 -6.4624 -1.9619
C -0.6767 -6.2043 -0.6055
C -1.0994 -4.9860 -0.0987
C -2.0769 -1.8496 1.7191
C -3.0803 -1.1180 2.3357
C -3.0669 -0.9669 3.7135
C -2.0636 -1.5567 4.4684
C -1.0569 -2.2799 3.8510
C -1.0491 -2.4105 2.4681
H -7.8999 -3.4532 -0.6367
H -7.1541 -1.6383 -2.1251
H -4.7788 -0.9493 -2.1582
H -3.9088 -3.9181 0.7990
H -6.2582 -4.6106 0.8107
H -1.9851 -3.4887 -3.0007
H -1.3001 -5.6935 -3.8887
H -0.4301 -7.4147 -2.3504
H -0.2536 -6.9235 0.0775
H -1.0404 -4.8218 0.9673
H -3.8540 -0.6498 1.7390
H -3.8488 -0.3947 4.1940
H -2.0752 -1.4526 5.5423
H -0.2783 -2.7640 4.4187
H -0.2752 -3.0127 2.0073
O 1.1171 1.9661 0.4242
S 0.0880 2.7699 -0.3314
C 1.0662 4.2325 -0.7307
C 1.4520 4.3728 -2.0512
C 2.2763 5.4235 -2.4151
C 2.6978 6.3302 -1.4570
C 2.3184 6.1742 -0.1338
C 1.5042 5.1178 0.2372
C -0.9306 3.5763 0.9094
C -1.9029 4.4631 0.4786
C -2.7691 5.0106 1.4079
C -2.6557 4.6750 2.7490
C -1.6571 3.8156 3.1734
C -0.7922 3.2615 2.2452
H 1.1050 3.6582 -2.7822
H 2.5852 5.5447 -3.4413
H 3.3338 7.1556 -1.7404
H 2.6497 6.8825 0.6099
H 1.2132 4.9842 1.2678
H -1.9930 4.6906 -0.5699
H -3.5422 5.6928 1.0925
H -3.3435 5.0968 3.4661
H -1.5512 3.5728 4.2208
H -0.0050 2.5893 2.5586
O -3.8621 0.6688 -0.2104
Cl -2.6644 1.0527 -0.8408
O -2.6411 2.4021 -1.2123
O -2.4455 0.2231 -1.9834
O -1.5871 0.7913 0.0856
```

For the gap between HOMO and LUMO, the calculation gives 5.44 eV.

***

Entry from OMol25: a 5-piece molecular cluster, C30H25F5 overall at a distorted geometry (wB97M-V/def2-TZVPD).

```
60
C30H25F5 | OMol25 | wB97M-V/def2-TZVPD
F -10.7212 15.6272 -15.3500
C -9.6888 14.8660 -14.8876
C -9.0125 14.1179 -15.7787
C -7.8583 13.4346 -15.3794
C -7.5746 13.3256 -13.9939
C -8.3868 14.0447 -13.0753
C -9.3632 14.8867 -13.5026
H -9.3311 14.1876 -16.8082
H -7.2936 12.8170 -16.0621
H -6.8716 12.5714 -13.6724
H -8.3507 13.9318 -12.0019
H -10.0672 15.3899 -12.8563
F -7.4021 7.2153 -1.3793
C -8.1839 7.4326 -2.4481
C -9.4813 7.9729 -2.2335
C -10.3633 8.1304 -3.3062
C -9.9905 7.6345 -4.5499
C -8.7295 7.1734 -4.8094
C -7.8023 7.1021 -3.7327
H -9.6813 8.3554 -1.2435
H -11.2914 8.6534 -3.1290
H -10.7566 7.7800 -5.2972
H -8.4980 6.8776 -5.8220
H -6.8150 6.7616 -4.0079
F -8.7009 5.7366 -14.1846
C -9.4052 5.4452 -15.3437
C -8.7368 5.4517 -16.5833
C -9.3267 4.9275 -17.7266
C -10.5913 4.3110 -17.6441
C -11.2019 4.1746 -16.3752
C -10.5925 4.8031 -15.2956
H -7.7510 5.8715 -16.7186
H -8.8276 4.9642 -18.6837
H -11.0232 3.9870 -18.5794
H -12.1393 3.6471 -16.2771
H -11.0894 4.6506 -14.3490
F -9.8924 1.1682 -25.9623
C -9.3909 0.9978 -27.2423
C -8.9963 -0.2823 -27.5762
C -8.5300 -0.5167 -28.8946
C -8.4924 0.4962 -29.8088
C -8.8137 1.8119 -29.3766
C -9.3000 2.0236 -28.1022
H -9.2053 -1.1024 -26.9052
H -8.2263 -1.4916 -29.2466
H -8.1957 0.2133 -30.8079
H -8.7958 2.5635 -30.1519
H -9.5229 3.0266 -27.7697
F -2.7697 9.7468 -21.8339
C -4.0104 9.4685 -22.3360
C -4.2323 8.2405 -22.9652
C -5.4437 8.1011 -23.6063
C -6.5345 9.0246 -23.3782
C -6.2806 10.2142 -22.7293
C -5.0280 10.4597 -22.2134
H -3.4427 7.5120 -23.0751
H -5.6217 7.3106 -24.3203
H -7.5070 8.7804 -23.7796
H -7.0916 10.9138 -22.5906
H -4.7315 11.3594 -21.6947
```

The SMILES is Fc1ccccc1.Fc1ccccc1.Fc1ccccc1.Fc1ccccc1.Fc1ccccc1. For the gap between HOMO and LUMO, the calculation gives 9.88 eV.

***

Entry from OMol25: C30H25IrP2S2 as an isolated structure (wB97M-V/def2-TZVPD).

```
60
C30H25IrP2S2 | OMol25 | wB97M-V/def2-TZVPD
Ir -0.5545 2.1286 1.4459
C -0.4492 3.5949 3.5248
C 0.0987 4.5306 2.6241
C -0.8207 4.7347 1.5808
C -1.9572 3.9055 1.8230
C -1.7365 3.1922 3.0373
H 0.0132 3.2445 4.4342
H 1.0744 4.9835 2.7042
H -0.6882 5.3823 0.7290
H -2.8767 3.9103 1.2575
H -2.4767 2.6311 3.5843
S 0.2197 2.7076 -0.9459
P -0.4744 0.8320 -1.2144
C -0.3251 0.2125 0.4088
P 1.0766 -0.3497 1.2768
S 1.7581 1.3670 2.1181
C 2.3159 -1.2101 0.3260
C 3.6328 -0.7671 0.2737
C 4.5506 -1.4535 -0.5122
C 4.1508 -2.5612 -1.2448
C 2.8305 -2.9961 -1.2034
C 1.9121 -2.3204 -0.4216
C 0.4791 -1.4987 2.5276
C -0.6131 -1.1480 3.3239
C -1.0557 -2.0076 4.3131
C -0.4082 -3.2198 4.5261
C 0.6821 -3.5692 3.7471
C 1.1282 -2.7122 2.7491
C 0.3871 0.0353 -2.5606
C 1.7653 0.2296 -2.6823
C 2.4551 -0.3784 -3.7161
C 1.7772 -1.1788 -4.6286
C 0.4090 -1.3740 -4.5108
C -0.2911 -0.7680 -3.4769
C -2.2255 0.8251 -1.5932
C -2.6802 1.5287 -2.7097
C -4.0352 1.5748 -2.9875
C -4.9396 0.9258 -2.1517
C -4.4903 0.2297 -1.0407
C -3.1305 0.1788 -0.7580
H 3.9419 0.1035 0.8389
H 5.5794 -1.1211 -0.5494
H 4.8705 -3.0903 -1.8560
H 2.5196 -3.8561 -1.7811
H 0.8810 -2.6562 -0.3942
H -1.1237 -0.2026 3.1754
H -1.9045 -1.7332 4.9251
H -0.7518 -3.8872 5.3053
H 1.1924 -4.5079 3.9157
H 1.9868 -2.9932 2.1565
H 2.2926 0.8692 -1.9844
H 3.5214 -0.2242 -3.8148
H 2.3182 -1.6473 -5.4405
H -0.1158 -1.9914 -5.2273
H -1.3576 -0.9255 -3.3867
H -1.9783 2.0465 -3.3536
H -4.3901 2.1190 -3.8524
H -5.9987 0.9669 -2.3697
H -5.1948 -0.2753 -0.3934
H -2.7764 -0.3657 0.1094
```

For the gap between HOMO and LUMO (alpha / beta), the calculation gives 7.80 / 6.24 eV. The charge is +1. As for the multiplicity: 6.

***

Entry from OMol25: C30H25N5O10 as an isolated structure at a distorted geometry (wB97M-V/def2-TZVPD).

```
70
C30H25N5O10 | OMol25 | wB97M-V/def2-TZVPD
C -4.3947 -1.5216 -6.0487
C -3.1041 -1.1041 -6.0936
C -2.4036 -0.8333 -4.9627
C -2.9063 -1.1006 -3.7044
C -4.2943 -1.4196 -3.6696
C -4.9984 -1.8779 -4.8180
N -2.0345 -1.2673 -2.4982
O -2.6030 -1.5278 -1.4809
O -0.8114 -1.2410 -2.5399
H -4.9023 -1.7588 -6.9720
H -2.7404 -0.8944 -7.0887
H -1.3710 -0.6187 -5.1950
H -4.6226 -1.8291 -2.7256
H -5.8917 -2.4678 -4.6756
C 2.1376 4.0746 5.2306
C 2.1975 3.3630 4.0317
C 2.0700 1.9723 4.1031
C 1.7307 1.3659 5.2814
C 1.7113 2.1207 6.4568
C 1.7702 3.4857 6.4225
N 1.5755 -0.0909 5.3740
O 1.2089 -0.5310 6.4285
O 1.8692 -0.9221 4.5258
H 2.3394 5.1352 5.2591
H 2.4850 3.8937 3.1361
H 2.2979 1.3589 3.2439
H 1.5455 1.7771 7.4672
H 1.7098 4.0750 7.3255
C 0.2923 -0.8612 -1.3821
C 1.4680 -0.3431 -0.9057
C 1.5965 0.2166 0.3745
C 0.4492 0.4463 1.1538
C -0.8061 -0.0416 0.6475
C -0.8793 -0.6486 -0.6130
N 0.5882 1.3373 2.3303
O 1.7509 1.7598 2.6552
O -0.4716 1.7241 2.8970
H 0.1976 -1.3623 -2.3341
H 2.3599 -0.2181 -1.5018
H 2.5366 0.5327 0.8018
H -1.7333 0.1977 1.1470
H -1.7932 -0.8913 -1.1348
C 2.1129 -4.5142 -2.2614
C 1.8329 -3.1351 -2.2557
C 2.3032 -2.3075 -1.2801
C 2.7971 -2.9266 -0.1045
C 2.7560 -4.3300 0.1122
C 2.4391 -5.0949 -1.0480
N 3.6518 -2.1221 0.8755
O 3.8649 -0.9385 0.6112
O 4.2290 -2.7879 1.7962
H 1.7729 -5.2112 -3.0131
H 1.5700 -2.8064 -3.2503
H 2.2974 -1.2382 -1.4321
H 3.0058 -4.7336 1.0823
H 2.4227 -6.1628 -0.8873
C -0.5355 3.8649 0.3668
C -0.5475 3.6703 -1.0171
C -1.4137 2.7661 -1.5987
C -2.2169 1.9854 -0.7308
C -2.1710 2.1726 0.6451
C -1.3542 3.1980 1.2537
N -2.7934 0.7388 -1.2810
O -2.3305 0.3055 -2.4038
O -3.5740 0.1041 -0.5469
H 0.1733 4.4254 0.9584
H 0.1184 4.2900 -1.5993
H -1.5606 2.6069 -2.6568
H -2.6042 1.5140 1.3833
H -1.3721 3.2028 2.3336
```

For the gap between HOMO and LUMO, the calculation gives 4.86 eV.

***

Entry from OMol25: C30H26Br2N2O5S2SiTeW as an isolated structure at a distorted geometry (wB97M-V/def2-TZVPD).

```
70
C30H26Br2N2O5S2SiTeW | OMol25 | wB97M-V/def2-TZVPD
W -0.5428 0.4406 0.1179
O 1.1147 6.2835 -0.7507
C 0.6340 5.0386 -0.8968
C 1.2725 4.0612 -1.6462
C 0.7459 2.7930 -1.6588
N -0.3552 2.4312 -0.9838
C -1.0020 3.4209 -0.3566
Br -2.6500 2.9676 0.4709
C -0.5712 4.7223 -0.2780
H 1.9780 6.3579 -1.1746
H 2.1801 4.2683 -2.1991
H 1.2029 2.0132 -2.2485
H -1.1296 5.4646 0.2716
Br -0.1165 -1.5987 3.8653
C -0.4690 0.0790 4.6429
C -0.5798 0.1547 6.0213
C -0.6662 1.3939 6.6435
C -0.5669 2.5567 5.8982
C -0.4662 2.4755 4.5183
C -0.4668 1.2415 3.8771
C -0.6145 1.2457 2.4111
O -0.0051 1.9932 1.5949
O -1.4284 0.4140 1.8527
H -0.5771 -0.7570 6.6022
H -0.7897 1.4457 7.7175
H -0.5792 3.5224 6.3853
H -0.4237 3.3719 3.9116
O -3.1599 -1.3478 0.5611
S -3.5763 -0.5403 -0.5404
O -4.6664 0.3540 -0.2934
N -2.2017 0.2635 -1.1660
C -1.7145 -0.4625 -2.2096
S -0.1410 -0.2099 -2.6456
C -2.6371 -1.5118 -2.6972
C -2.4558 -2.3644 -3.7704
C -3.4408 -3.3039 -4.0392
C -4.5882 -3.3837 -3.2541
C -4.7700 -2.5304 -2.1729
C -3.7768 -1.6043 -1.9267
H -1.5564 -2.2879 -4.3688
H -3.3179 -3.9895 -4.8671
H -5.3415 -4.1276 -3.4776
H -5.6499 -2.5791 -1.5458
Te 2.1161 0.0769 0.3938
C 3.2717 1.7281 -0.2665
C 4.0891 1.5323 -1.3778
C 4.9412 2.5431 -1.8123
C 4.9857 3.7572 -1.1386
C 4.1683 3.9584 -0.0322
C 3.3177 2.9499 0.4027
H 4.0610 0.5796 -1.8932
H 5.5808 2.3739 -2.6703
H 5.6681 4.5341 -1.4603
H 4.2084 4.8997 0.5051
H 2.6960 3.1093 1.2760
C 2.2618 -4.3364 -1.0951
Si 0.5047 -4.5245 -0.5072
C 0.3935 -5.4653 1.0963
C -0.5781 -5.2933 -1.8163
C -0.0703 -2.8150 -0.1918
C -0.2973 -1.6327 0.0107
H 2.7439 -5.2985 -1.2887
H 2.8500 -3.7951 -0.3513
H 2.2838 -3.7507 -2.0171
H 0.8750 -6.4444 1.0375
H -0.6526 -5.6175 1.3715
H 0.8697 -4.8971 1.8981
H -0.2716 -6.3189 -2.0382
H -0.5303 -4.7157 -2.7425
H -1.6200 -5.3131 -1.4877
```

For the gap between HOMO and LUMO (alpha / beta), the calculation gives 5.87 / 6.47 eV. As for the multiplicity: 3.

***

Entry from OMol25: C30H26BrClInNO6P2 as an isolated structure (wB97M-V/def2-TZVPD).

```
68
C30H26BrClInNO6P2 | OMol25 | wB97M-V/def2-TZVPD
In -0.5244 -0.3077 0.2076
O -0.7400 1.7637 0.1735
P -1.9693 2.6436 -0.1053
C -3.4390 1.5710 -0.2797
P -3.6512 0.2691 0.9976
O -2.3414 -0.5434 1.0499
C -4.9811 -0.7591 0.3989
C -6.2573 -0.2312 0.1910
C -7.2577 -1.0447 -0.3103
C -6.9880 -2.3753 -0.6061
C -5.7165 -2.8954 -0.4070
C -4.7067 -2.0908 0.0945
C -3.9063 0.8903 2.6611
C -5.1673 0.8744 3.2516
C -5.3107 1.2870 4.5682
C -4.1998 1.6805 5.2987
C -2.9358 1.6658 4.7179
C -2.7860 1.2729 3.4018
C -2.2032 3.8166 1.2260
C -3.4616 4.2075 1.6759
C -3.5658 5.1665 2.6700
C -2.4205 5.7376 3.2066
C -1.1645 5.3596 2.7466
C -1.0522 4.4060 1.7496
C -1.7684 3.5224 -1.6425
C -2.6425 4.5760 -1.9193
C -2.5096 5.2747 -3.1054
C -1.5055 4.9270 -4.0018
C -0.6360 3.8820 -3.7205
C -0.7621 3.1708 -2.5380
H -3.2773 1.0109 -1.2076
H -4.3425 2.1717 -0.3983
H -6.4700 0.8086 0.4157
H -8.2481 -0.6435 -0.4770
H -7.7735 -3.0096 -0.9938
H -5.5119 -3.9304 -0.6450
H -3.7138 -2.4895 0.2522
H -6.0314 0.5314 2.6968
H -6.2906 1.2859 5.0261
H -4.3138 1.9860 6.3302
H -2.0694 1.9540 5.2986
H -1.8026 1.2609 2.9476
H -4.3596 3.7670 1.2596
H -4.5420 5.4704 3.0239
H -2.5077 6.4929 3.9763
H -0.2766 5.8213 3.1573
H -0.0794 4.1215 1.3655
H -3.4074 4.8519 -1.2013
H -3.1813 6.0915 -3.3314
H -1.3965 5.4840 -4.9227
H 0.1400 3.6229 -4.4279
H -0.0852 2.3580 -2.3058
O 1.0517 -0.0900 -1.5458
Cl 0.1505 -1.0859 -2.1113
O 0.5223 -1.5504 -3.3600
O 0.0725 -2.1279 -1.0843
O -1.1704 -0.4575 -2.0763
Br -0.2451 -2.7135 2.0779
C 0.7942 -1.2827 2.7132
C 1.4628 -1.3254 3.9197
C 2.1766 -0.1988 4.3027
C 2.2194 0.9114 3.4674
C 1.5419 0.8689 2.2674
N 0.8340 -0.2139 1.9080
H 1.4198 -2.2151 4.5305
H 2.6979 -0.1965 5.2505
H 2.7709 1.7971 3.7466
H 1.5483 1.6794 1.5516
```

For the gap between HOMO and LUMO, the calculation gives 8.74 eV. The charge is +2.

***

Entry from OMol25: C30H26BrIN4O6V as an isolated structure (wB97M-V/def2-TZVPD).

```
69
C30H26BrIN4O6V | OMol25 | wB97M-V/def2-TZVPD
V -0.3677 -1.5330 0.1741
O 3.3805 -2.4952 0.2030
C 3.9903 -1.6105 -0.6078
C 5.3721 -1.4493 -0.5011
C 6.0397 -0.5671 -1.3301
C 5.3513 0.1630 -2.2936
C 3.9805 -0.0076 -2.3983
C 3.2802 -0.8686 -1.5578
C 1.7754 -0.9556 -1.6844
O 1.2018 -1.9988 -1.0136
N 1.2264 0.3805 -1.2208
N 0.1573 0.3665 -0.4055
C -0.1749 1.4362 0.2262
C -1.3031 1.4887 1.1495
Br -2.2067 -0.1657 1.4815
C -1.7334 2.5572 1.8256
C -1.2458 3.9409 1.6567
C -1.1074 4.7463 2.7863
C -0.6557 6.0512 2.6751
C -0.3517 6.5779 1.4275
C -0.5181 5.7962 0.2933
C -0.9665 4.4891 0.4044
H 2.4351 -2.5225 -0.0894
H 5.8995 -2.0338 0.2411
H 7.1126 -0.4549 -1.2320
H 5.8736 0.8407 -2.9549
H 3.4310 0.5391 -3.1595
H 1.5318 -1.0034 -2.7580
H 1.9151 1.0884 -0.9923
H 0.4305 2.3339 0.1425
H -2.4902 2.4054 2.5860
H -1.3453 4.3386 3.7615
H -0.5432 6.6573 3.5643
H -0.0004 7.5974 1.3396
H -0.3105 6.2067 -0.6863
H -1.1359 3.9061 -0.4916
I 2.0190 -4.3271 8.1687
C 1.5120 -3.6868 6.2596
C 1.8171 -2.3899 5.8696
C 1.4825 -1.9696 4.5921
C 0.8403 -2.8353 3.7174
C 0.5378 -4.1307 4.1190
C 0.8754 -4.5646 5.3906
C 0.4761 -2.3811 2.3469
O -0.2483 -3.1288 1.6149
O 0.8636 -1.2635 1.9132
H 2.3152 -1.7194 6.5561
H 1.7226 -0.9700 4.2544
H 0.0385 -4.7909 3.4236
H 0.6482 -5.5736 5.7050
O -5.4165 2.5133 -2.9246
C -5.1583 1.6525 -4.0170
N -4.4314 0.5420 -3.4595
C -3.5608 -0.1788 -4.2038
O -3.3959 0.0083 -5.3962
C -2.7892 -1.2354 -3.4749
C -2.4150 -2.3802 -4.1710
C -1.6817 -3.3520 -3.5167
C -1.3279 -3.1325 -2.1944
N -1.6440 -2.0186 -1.5335
C -2.3712 -1.0924 -2.1656
H -5.9884 3.2267 -3.2229
H -4.5324 2.1173 -4.7805
H -6.0949 1.3208 -4.4778
H -4.6104 0.3046 -2.4980
H -2.6945 -2.4791 -5.2115
H -1.3760 -4.2649 -4.0064
H -0.7539 -3.8663 -1.6433
H -2.5857 -0.1954 -1.5945
```

For the gap between HOMO and LUMO (alpha / beta), the calculation gives 6.89 / 7.35 eV. As for the multiplicity: 4.